# 1
ORCA calculation (ωB97M-V/def2-TZVPD) on C3H5F6NO4S2Zr as an isolated structure at a distorted geometry.

```
22
Properties=species:S:1:pos:R:3:forces:R:3:lowdin_charge:R:1
Zr 0.339102 0.052078 -1.485164 6.2 0.8 0.6 1.821
S 1.241578 -1.301684 0.949935 0.2 1.6 1.3 0.791
S 0.770765 1.607206 0.941589 0.4 -1.2 1.5 0.787
F -0.882150 3.629046 1.525635 0.8 -1.7 -0.4 0.194
F 0.315569 -3.742848 1.606220 0.1 2.0 -0.3 0.190
F -1.174653 1.839402 2.728529 1.0 0.0 -1.7 0.192
F -0.376240 -2.135656 2.913003 0.9 0.3 -1.7 0.195
F -1.850996 1.890614 0.649000 1.1 -0.2 0.1 0.135
F -1.230625 -2.360950 0.926007 1.4 0.5 -0.1 0.149
O 1.847078 1.854202 1.840324 -1.3 0.0 -1.3 -0.126
O 0.889305 1.980170 -0.526263 -0.5 -1.4 -0.4 -0.381
O 1.405494 -1.661368 -0.514854 -0.9 1.1 -0.4 -0.385
O 2.400847 -1.073496 1.752691 -1.5 -0.9 -1.1 -0.138
N 0.218002 0.023280 0.819686 0.8 0.3 -0.3 -0.442
C -0.876159 2.284812 1.495127 -2.5 2.2 1.9 -0.603
C -0.092310 -2.459696 1.641748 -1.6 -2.8 2.0 -0.586
C 0.021334 -0.019648 -3.599618 -1.5 0.1 2.1 -0.231
H -1.402315 -0.142387 -0.743827 -1.6 -0.3 -0.3 0.117
H 1.097355 0.102622 -3.906517 -0.7 -0.1 0.0 0.081
H -0.459766 -1.000546 -3.743129 0.2 0.3 -1.1 0.050
H -0.667540 0.845790 -3.742733 0.5 -0.5 -1.0 0.060
H -1.533676 -0.210945 -1.527391 -1.6 -0.2 0.5 0.130
```
Positions in Å, forces in eV/Å.

Its HOMO energy is -18.92 eV. As for the energy above the lowest of the compared OMol25 structures with the same formula, charge and spin: 1.010 eV. Its molar mass is 388.42 u. Its net charge is +2.

---

# 2
ORCA calculation (ωB97M-V/def2-TZVPD) on a 2-piece molecular cluster, C5H9NO overall at a distorted geometry.

```
16
Properties=species:S:1:pos:R:3:forces:R:3:lowdin_charge:R:1
O 0.391416 -1.486617 2.009232 0.8 -0.8 -0.7 -0.082
N -0.079463 -0.552996 -1.749911 0.9 0.5 1.1 0.014
C -0.965737 -0.089821 -0.773262 1.2 0.5 0.7 -0.137
C 1.183798 -0.033594 -1.434175 -1.0 -0.8 -0.8 -0.148
C -0.351962 0.778257 0.140343 1.1 -2.2 -3.4 -0.286
C -1.146870 1.267824 1.300303 0.1 1.3 0.9 -0.086
C 1.061297 0.777943 -0.370722 -1.2 0.3 2.8 -0.076
H -0.220609 -1.451979 1.247572 0.7 0.0 0.4 0.022
H -2.211605 1.124378 1.039823 0.4 0.0 0.2 0.067
H -0.299582 -1.084166 -2.580418 -0.1 0.1 0.4 0.136
H -1.028900 2.435772 1.383780 0.0 -2.4 0.5 0.112
H 1.224543 -1.901701 1.664709 -1.3 0.6 0.4 0.066
H 1.888182 0.922560 0.303405 0.3 0.9 -0.2 0.094
H -1.760172 -0.705737 -0.425514 -1.3 0.0 -0.7 0.106
H -0.955915 0.626112 2.237655 0.0 1.6 -1.1 0.091
H 2.105816 -0.404977 -1.870412 -0.4 0.3 -0.3 0.109
```
Positions in Å, forces in eV/Å.

Its HOMO energy is -8.37 eV. The SMILES is Cc1cc[nH]c1.O. As for the energy above the lowest of the compared OMol25 structures with the same formula, charge and spin: 2.115 eV. Its molar mass is 99.13 u.

---

# 3
ORCA calculation (ωB97M-V/def2-TZVPD) on C42H59Br2N8O3RbSeSi as an isolated structure.

```
117
Properties=species:S:1:pos:R:3:forces:R:3:lowdin_charge:R:1
Rb -1.592501 -0.870400 -0.207504 0.0 0.0 0.1 0.831
Br -1.145147 -8.474124 0.277758 0.0 0.0 0.0 0.767
Br -7.338162 -4.873928 -3.039934 0.0 0.0 0.0 0.764
Se 0.968337 2.372304 2.280222 0.0 0.0 0.0 0.738
Si -1.324138 -0.751129 -4.344210 0.0 0.0 0.0 0.322
O -3.031427 -0.310253 2.167760 0.0 0.0 0.1 -0.030
O -0.530435 -1.054534 2.605169 0.1 0.0 0.0 -0.185
O 1.057213 -1.642102 0.568590 -0.1 0.0 0.0 -0.019
N -3.287533 0.728351 4.158041 0.0 0.0 0.0 -0.144
N -2.107883 -3.938214 0.604416 0.0 0.0 -0.1 0.114
N 3.372284 1.175202 1.292232 0.0 0.0 0.0 -0.010
N -3.546176 -2.757747 -1.401105 0.0 0.0 -0.1 0.067
N -1.772470 0.057291 -2.930902 0.0 0.1 0.0 -0.136
N 1.851352 1.394804 -0.264149 0.0 0.0 0.0 0.000
N -2.423576 1.709093 -1.458879 0.0 -0.1 -0.1 0.060
N 2.807737 -2.256127 1.856771 0.0 0.0 0.0 -0.133
C -0.854787 -5.846737 1.326186 0.0 0.0 0.0 -0.097
C 2.102441 1.608482 1.047867 0.0 0.1 0.0 -0.678
C -2.764841 -4.712615 -0.260304 0.0 0.0 0.0 -0.203
C 2.413183 4.554964 -0.823336 0.0 0.0 0.0 -0.097
C 5.154642 0.090326 -0.144465 0.0 0.0 0.0 -0.026
C -2.577621 0.010319 3.252073 0.0 0.0 0.0 -0.419
C -0.000157 0.122116 -5.376144 0.0 0.0 0.0 -0.169
C -4.404724 -2.103497 -2.173832 0.0 0.0 0.0 -0.114
C 4.376454 -0.256303 -2.419008 0.0 0.0 0.0 -0.072
C 4.607836 3.691302 2.716168 0.0 0.0 0.0 -0.254
C 5.154040 2.268379 2.621863 0.0 0.0 0.0 -0.178
C 3.920168 0.660908 0.126436 0.0 0.0 0.0 -0.154
C -2.760982 -1.129690 -5.511097 0.0 0.0 0.0 -0.170
C -2.839135 3.527503 -3.499220 0.0 0.0 0.0 -0.100
C -1.183279 -4.499387 1.370109 0.0 0.0 0.0 -0.110
C -2.473234 2.241925 -3.798964 0.0 0.0 0.0 -0.054
C -2.770296 1.223017 5.416549 0.0 0.0 0.0 -0.041
C -1.540307 -6.633853 0.419694 0.0 0.0 0.0 -0.677
C -1.164371 -0.386210 3.668741 0.0 0.0 0.0 -0.148
C 0.626779 1.735728 -0.983886 -0.1 0.1 0.0 -0.164
C 1.552556 -1.765853 1.675503 0.1 0.1 -0.1 -0.433
C 3.500984 -2.827239 0.711595 0.0 0.0 0.0 -0.024
C 4.068771 1.196431 2.567441 0.0 0.0 0.0 -0.160
C -5.791139 -4.010505 -2.385642 0.0 0.0 0.0 -0.673
C 0.805982 -1.335989 2.931441 0.0 0.0 0.0 -0.152
C -4.902900 -4.713365 -1.589494 0.0 0.0 0.0 -0.060
C 5.365809 -0.364476 -1.437795 0.0 0.0 0.0 -0.088
C 3.146959 0.324928 -2.147776 0.0 0.0 0.0 0.019
C -0.589290 -2.400629 -3.812430 0.0 0.0 0.0 -0.170
C -2.925008 3.291262 0.273135 0.0 0.0 0.0 -0.032
C 0.765498 2.917867 -1.937630 0.0 0.0 0.1 -0.155
C -3.784135 -4.036221 -1.119735 0.0 0.0 0.0 -0.216
C -4.607273 1.212222 3.796009 0.0 0.0 0.0 -0.029
C -5.553031 -2.685831 -2.696114 0.0 0.0 0.0 -0.087
C 4.010060 4.011875 4.080513 0.0 0.0 0.0 -0.115
C -2.509617 -6.074672 -0.391479 0.0 0.0 0.0 -0.056
C 2.944444 0.788798 -0.857295 0.0 0.0 0.0 -0.144
C 0.982257 4.281644 -1.280071 0.0 0.0 0.0 -0.234
C -2.983869 3.927581 -2.166105 0.0 0.0 0.0 -0.077
C -2.777318 2.966392 -1.190821 0.0 0.0 0.0 -0.375
C 3.369020 -2.540471 3.162692 0.0 0.0 0.0 -0.053
C -2.216485 1.300611 -2.750176 0.0 0.0 0.1 -0.500
H 4.455870 -2.507806 3.087473 0.0 0.0 0.0 0.090
H 3.673055 5.047844 4.123152 0.0 0.0 0.0 0.074
H 4.501781 0.202806 2.713273 0.0 0.0 0.0 0.114
H -0.091929 -6.260278 1.969594 0.0 0.0 0.0 0.102
H 3.850312 3.843045 1.943022 0.0 0.0 0.0 0.077
H 2.378196 0.404259 -2.904243 0.0 0.0 0.0 0.103
H -1.211687 -1.032711 4.557040 0.0 0.0 0.0 0.143
H -4.145918 -1.073204 -2.400762 0.0 0.0 0.0 0.106
H -0.343302 1.083443 -5.764227 0.0 0.0 0.0 0.017
H -3.030645 -6.674052 -1.123718 0.0 0.0 0.0 0.108
H -0.166603 2.938986 -2.505620 0.0 0.0 0.0 0.096
H 5.789687 2.061955 3.488812 0.0 0.0 0.0 0.117
H -2.621569 2.306000 5.377899 0.0 0.0 0.0 0.100
H 0.694913 5.048832 -2.003271 0.0 0.0 0.0 0.107
H 4.574746 -0.630482 -3.414431 0.0 0.0 0.0 0.106
H 0.294466 4.384890 -0.435344 0.0 0.0 0.0 0.098
H 6.316941 -0.812933 -1.692666 0.0 0.0 0.0 0.103
H 1.301800 -0.439802 3.331899 0.0 0.0 0.0 0.104
H -3.014804 4.236936 -4.300892 0.0 0.0 0.0 0.100
H 1.564160 2.725930 -2.663046 0.0 0.0 0.0 0.113
H -3.602031 2.575522 0.743779 0.0 0.0 0.0 0.070
H 0.312577 0.854809 -1.548771 0.0 0.0 0.0 0.089
H -1.322852 -2.974051 -3.238454 0.0 0.0 0.0 0.008
H 3.313606 1.360430 3.336141 0.0 0.0 0.0 0.075
H -4.591177 2.295669 3.650414 0.0 0.0 0.0 0.096
H -2.359175 1.929666 -4.829383 0.0 0.0 0.0 0.080
H -0.133488 1.945822 -0.234213 0.0 0.0 0.0 0.062
H -1.825622 0.757726 5.676896 0.0 0.0 0.0 0.077
H 5.921312 0.002645 0.614188 0.0 0.0 0.0 0.112
H -3.267177 -0.215815 -5.832180 0.0 0.0 0.0 0.020
H -2.418428 -1.653858 -6.407722 0.0 0.0 0.0 0.024
H -4.919158 0.735388 2.872880 0.0 0.0 0.0 0.087
H -3.265415 4.937614 -1.901716 0.0 0.0 0.0 0.093
H 0.852763 -2.123427 3.696582 0.0 0.0 0.0 0.134
H -0.273756 -3.009026 -4.664009 0.0 0.0 0.0 0.026
H -1.960307 3.201878 0.781324 0.0 0.0 0.0 0.049
H 0.297021 -0.494554 -6.229188 0.0 0.0 0.0 0.024
H 0.282584 -2.242779 -3.169796 0.0 0.0 0.0 0.020
H -0.676292 -3.832556 2.060137 0.0 0.0 0.0 0.106
H -3.483113 1.004653 6.214319 0.0 0.0 0.0 0.093
H 3.121462 4.378708 -1.637551 0.0 0.0 0.0 0.078
H 3.094473 -2.402308 -0.201139 0.0 0.0 0.0 0.087
H 4.561743 -2.588154 0.774678 0.0 0.0 0.0 0.082
H 3.381229 -3.914707 0.684441 0.0 0.0 0.0 0.099
H 3.142014 3.384689 4.289465 0.0 0.0 0.0 0.031
H 4.746529 3.865210 4.874508 0.0 0.0 0.0 0.073
H -5.092443 -5.744374 -1.328319 0.0 0.0 0.0 0.106
H -5.317372 0.976620 4.590757 0.0 0.0 0.0 0.090
H 2.529678 5.590155 -0.498617 0.0 0.0 0.0 0.073
H 5.789377 2.169449 1.737806 0.0 0.0 0.0 0.105
H -3.304386 4.301911 0.424957 0.0 0.0 0.0 0.072
H -0.593925 0.514278 3.923374 0.0 0.0 0.0 0.078
H 0.896775 0.315653 -4.780427 0.0 0.0 0.0 0.003
H 3.085857 -3.532942 3.529478 0.0 0.0 0.0 0.097
H 2.700607 3.923649 0.016033 0.0 0.0 0.0 0.029
H 3.069051 -1.793801 3.894787 0.0 0.0 0.0 0.083
H 5.417688 4.391129 2.497025 0.0 0.0 0.0 0.108
H -3.503707 -1.764324 -5.020233 0.0 0.0 0.0 0.007
H -6.227552 -2.119783 -3.321672 0.0 0.0 0.0 0.109
```
Positions in Å, forces in eV/Å.

Its HOMO energy is -6.14 eV. As for the energy above the lowest of the compared OMol25 structures with the same formula, charge and spin: 0.020 eV. Its molar mass is 1076.31 u.

---

# 4
ORCA calculation (ωB97M-V/def2-TZVPD) on a 2-piece molecular cluster, C2H6O overall.

```
9
Properties=species:S:1:pos:R:3:forces:R:3:lowdin_charge:R:1
O 0.971443 -1.047356 0.969001 -0.3 0.4 0.2 -0.004
C 0.374540 -0.037079 0.682356 -0.1 -0.3 0.4 -0.430
C -0.998946 -0.029751 0.064085 -0.1 -0.1 0.0 -0.078
H 1.596967 -0.164197 -1.051142 0.2 0.2 -0.5 0.077
H 1.298563 0.434498 -1.373674 0.2 0.0 -0.3 0.081
H -1.118505 -0.871416 -0.623458 0.0 0.1 0.2 0.084
H -1.705412 -0.161067 0.890410 -0.1 0.0 -0.1 0.085
H -1.230750 0.911920 -0.444058 0.1 -0.1 0.1 0.074
H 0.812101 0.964446 0.886484 0.0 -0.2 0.1 0.111
```
Positions in Å, forces in eV/Å.

Its HOMO energy is -9.91 eV. The SMILES is [H][H].CC=O. As for the energy above the lowest of the compared OMol25 structures with the same formula, charge and spin: 1.292 eV. Its molar mass is 46.07 u.

---

# 5
ORCA calculation (ωB97M-V/def2-TZVPD) on a 11-piece molecular cluster, C4H30N2O11 overall at a distorted geometry.

```
47
Properties=species:S:1:pos:R:3:forces:R:3:lowdin_charge:R:1
O 1.609435 2.766699 -0.821380 -0.6 -0.3 0.2 -0.073
O -2.121172 2.240083 2.109582 -0.1 -0.6 0.3 -0.071
O 2.269340 -3.054653 1.595507 0.1 0.2 0.2 -0.105
O -4.350121 1.593041 0.733134 -0.1 -0.2 -0.2 -0.066
O -0.171314 -0.203250 2.217783 0.2 0.2 0.0 0.045
O -3.271273 -1.488508 -1.581705 0.4 -0.2 0.1 -0.080
O 3.748403 1.274479 -0.150978 0.6 0.2 0.0 -0.075
O -3.049691 1.159955 -1.584439 0.0 0.1 -0.4 -0.089
O 2.769840 -1.450245 3.825563 -0.1 0.4 -0.1 -0.080
O 3.921043 -0.903296 1.420188 1.1 0.4 -0.6 -0.097
O -1.044584 2.648893 -0.295589 0.7 0.3 0.7 -0.084
N 0.055051 0.229428 -2.973419 0.0 -0.3 0.0 0.012
N -1.339421 -1.858088 0.379755 0.0 0.6 -0.3 0.063
C -0.389695 -0.804626 -0.061209 0.6 -1.4 0.2 -0.322
C 0.347573 -0.217717 1.124546 -0.2 -0.3 0.8 -0.178
C 0.129975 -1.182511 -2.549180 0.0 0.9 0.1 -0.250
C 0.578733 -1.387808 -1.085193 1.0 2.2 -1.1 -0.144
H 3.831141 -0.117086 0.808583 0.2 -0.3 0.4 0.025
H -0.871352 -1.615622 -2.723947 0.5 0.0 0.1 0.094
H 1.635817 3.722181 -0.859021 0.2 0.3 -0.1 0.056
H 0.791395 -2.401405 -0.968340 -0.1 -2.0 0.7 0.087
H 2.897981 -2.363495 1.297453 -0.4 -0.5 0.1 -0.015
H -1.734477 -1.547081 1.259988 -0.2 -0.1 0.1 0.089
H -3.064692 -1.978160 -2.388038 -0.1 0.1 0.1 0.059
H -3.043233 2.072635 1.798541 0.4 0.0 0.1 0.020
H 2.924005 1.787276 -0.295534 0.1 0.3 -0.1 0.001
H 0.832653 -1.684371 -3.219281 -0.1 -0.1 0.1 0.107
H -0.973489 0.001399 -0.483262 0.0 0.4 -0.3 0.106
H -0.826595 -2.705573 0.586825 0.2 -0.1 0.0 0.100
H -1.759871 2.273414 -0.818120 -0.2 -0.2 0.1 -0.002
H 0.925002 0.728588 -2.787916 -0.2 -0.2 0.0 0.065
H -4.951415 0.844405 0.832606 0.1 0.2 0.0 0.062
H 1.949198 -0.940199 3.764164 0.1 -0.1 0.2 0.035
H 4.491780 1.904579 -0.178013 -0.6 -0.4 0.0 0.076
H -1.307179 2.624087 0.670822 -0.2 -0.2 -0.8 0.032
H -2.588638 -1.781646 -0.908034 -0.2 0.0 0.0 0.021
H -1.806453 1.367871 2.415068 -0.1 0.5 -0.1 0.041
H -3.062984 0.161087 -1.590526 -0.3 0.2 -0.4 0.022
H -3.903773 1.467791 -0.138692 -0.3 0.0 0.3 0.006
H 2.306175 -2.941838 2.570283 -0.1 0.0 -0.7 0.019
H 1.619999 -0.951297 -0.950780 -1.2 0.0 -0.3 0.131
H 4.875653 -1.123201 1.424325 -0.8 0.2 0.0 0.096
H 3.266635 -1.139926 3.040654 -0.1 0.0 0.4 -0.005
H 0.655612 2.604138 -0.597821 0.2 0.0 -0.2 0.014
H 1.386276 0.151721 1.022000 -0.2 0.1 -0.3 0.123
H -0.694303 0.726179 -2.501468 0.1 -0.1 0.0 0.029
H -3.492989 1.491674 -2.385485 0.2 -0.4 0.4 0.099
```
Positions in Å, forces in eV/Å.

Its HOMO energy is -9.39 eV. The SMILES is NCC[C@@H](N)C=O.O.O.O.O.O.O.O.O.O.O. As for the energy above the lowest of the compared OMol25 structures with the same formula, charge and spin: 0.000 eV. Its molar mass is 282.29 u.

---

# 6
ORCA calculation (ωB97M-V/def2-TZVPD) on an isolated ion of composition C2H6N3 and charge +1 at a distorted geometry.

```
11
Properties=species:S:1:pos:R:3:forces:R:3:lowdin_charge:R:1
N -1.744345 -0.352883 0.281487 0.7 0.4 -2.9 0.169
N 1.706924 -0.709319 0.111611 -1.9 -1.8 -2.7 0.210
N 0.219053 1.250270 0.149926 0.3 -3.3 -1.8 0.226
C -0.812774 0.075509 -0.589223 -0.1 -0.9 1.3 -0.067
C 0.627782 0.064592 -0.203466 -0.2 0.1 1.8 -0.269
H -1.158581 0.201394 -1.600857 0.3 0.7 -0.3 0.154
H -1.540310 -0.810780 1.084414 1.4 -1.6 2.8 0.085
H 2.054437 -1.602743 -0.383885 -1.5 2.0 0.8 0.187
H -2.606824 0.085070 0.360840 -1.9 0.9 -0.6 0.109
H 2.457461 -0.210585 0.460946 1.8 1.3 1.0 0.088
H 0.797172 2.009477 0.328206 1.1 2.1 0.5 0.110
```
Positions in Å, forces in eV/Å.

Its HOMO energy is -15.34 eV. The SMILES is NC1=[NH+][C@@H]1N. As for the energy above the lowest of the compared OMol25 structures with the same formula, charge and spin: 2.363 eV. Its molar mass is 72.09 u. Its net charge is +1.

---

Question: Look up the HOMO of the second one.
Answer: -8.37 eV